A cluster of 17 separate species, C38H117N27O17 in total at a distorted geometry. Source: OMol25; level of theory: ωB97M-V/def2-TZVPD.

Structure (XYZ):
```
199
Properties=species:S:1:pos:R:3:lowdin_charge:R:1
C -1.40929 -4.74833 -9.73995 -0.765
O -0.38395 -5.11264 -9.19848 0.023
N -1.47481 -4.50817 -10.99859 0.160
N -2.55737 -4.44192 -9.06030 0.145
H -2.38485 -4.27035 -11.36652 0.109
H -0.73890 -4.77572 -11.63653 0.128
H -2.52888 -4.50646 -8.05276 0.108
H -3.22767 -3.90310 -9.58987 0.092
C -6.40737 -1.09349 -0.96045 -0.782
O -7.26560 -0.35011 -0.52773 0.030
N -6.53731 -1.82722 -2.06088 0.144
N -5.30372 -1.46154 -0.41623 0.155
H -7.36827 -1.80973 -2.63473 0.118
H -5.79098 -2.48686 -2.22817 0.099
H -5.09799 -1.17596 0.53046 0.124
H -4.73494 -2.16591 -0.86396 0.112
C -2.71535 7.83147 3.32233 -0.762
O -1.69331 7.46997 2.73518 0.012
N -3.76592 8.18957 2.60992 0.136
N -2.98836 7.88321 4.61736 0.159
H -4.56381 8.65967 3.01302 0.105
H -3.46424 8.27482 1.64982 0.116
H -2.20322 7.47962 5.10804 0.123
H -3.96597 8.06118 4.79823 0.110
C -1.34761 -6.36519 -2.30861 -0.792
O -2.10868 -5.42724 -2.55001 -0.002
N -1.51387 -7.21652 -1.34091 0.164
N -0.30727 -6.59011 -3.04689 0.163
H -2.35211 -7.14710 -0.78176 0.122
H -0.89325 -8.00727 -1.24278 0.111
H 0.20985 -7.45143 -2.94288 0.109
H -0.18782 -6.08402 -3.91274 0.126
C -3.03764 0.86359 9.48679 -0.833
O -2.93726 0.83700 8.28972 0.050
N -2.62136 1.84269 10.23135 0.160
N -3.55251 -0.03880 10.23662 0.159
H -2.02272 2.56187 9.85122 0.127
H -2.68517 1.51919 11.18601 0.101
H -3.72287 0.24908 11.18961 0.107
H -4.19479 -0.69942 9.82290 0.129
C -8.19500 3.32651 4.40212 -0.824
O -8.21120 3.96122 5.47303 -0.012
N -7.15472 3.27121 3.63361 0.171
N -9.14864 2.61171 4.02448 0.173
H -7.34304 2.63245 2.87425 0.108
H -6.28727 3.70728 3.91191 0.129
H -9.97335 2.54154 4.60331 0.136
H -9.01967 2.01439 3.22032 0.119
C -7.28572 -3.71791 6.21166 -0.806
O -7.42102 -3.37660 7.34568 0.061
N -8.03870 -4.58646 5.59979 0.154
N -6.41120 -3.18429 5.37715 0.148
H -7.88229 -4.92106 4.65974 0.108
H -8.83099 -4.96736 6.09705 0.118
H -6.25062 -3.36665 4.39681 0.103
H -5.90988 -2.36827 5.69792 0.113
C 9.23388 -0.80421 4.04731 -0.748
O 9.06414 0.04545 4.92606 0.009
N 8.67749 -0.74248 2.85792 0.145
N 10.06182 -1.83848 4.11500 0.149
H 8.18586 0.11061 2.63290 0.120
H 8.58896 -1.55606 2.26602 0.108
H 10.78126 -1.91571 4.81966 0.116
H 10.11208 -2.38332 3.26605 0.100
C 7.40025 5.62853 -0.66522 -0.791
O 7.30432 4.46110 -1.04571 0.011
N 6.54704 6.50817 -0.89628 0.167
N 8.48268 6.13852 -0.05348 0.149
H 6.52607 7.46951 -0.58725 0.125
H 5.72037 6.20707 -1.39231 0.133
H 9.31151 5.61836 0.19669 0.111
H 8.40372 7.06473 0.34149 0.096
C 1.58336 6.19295 -6.59735 -0.839
O 1.61553 7.17071 -7.30594 0.035
N 1.40352 6.30685 -5.32371 0.158
N 1.55306 4.96405 -6.96987 0.170
H 1.18886 5.44322 -4.84605 0.107
H 1.39519 7.24577 -4.95160 0.128
H 1.46406 4.32696 -6.19123 0.111
H 1.85232 4.81502 -7.92294 0.131
C 2.66812 4.81307 7.81340 -0.076
C 3.97901 4.08325 7.86684 -0.420
C 3.77152 2.62315 8.44254 -0.244
O 3.30211 2.31212 9.71392 -0.169
C 4.19021 2.76876 10.69175 -0.117
N 4.52908 4.11086 6.49639 0.034
H 2.54901 5.68260 7.16700 0.079
H 2.40010 5.24230 8.77882 0.070
H 1.84475 4.10452 7.72322 0.079
H 4.76873 4.51880 8.47900 0.126
H 4.63375 2.01332 8.17278 0.117
H 3.05425 2.09587 7.81358 0.121
H 5.18791 3.04700 10.35225 0.092
H 4.20468 1.89174 11.33886 0.088
H 3.71894 3.56752 11.26446 0.086
H 3.99632 3.46319 5.93355 0.070
H 5.43146 3.65844 6.53002 0.064
C -5.00850 6.19337 -5.67910 -0.068
C -5.68739 7.44373 -6.30609 -0.443
C -5.82225 7.20786 -7.83608 -0.220
O -6.30550 8.37694 -8.45803 -0.186
C -6.64406 8.18656 -9.83324 -0.098
N -6.92482 7.64440 -5.62035 0.029
H -5.63363 5.30300 -5.61179 0.079
H -4.68220 6.50636 -4.68730 0.068
H -4.04121 5.93427 -6.10955 0.069
H -5.06782 8.33219 -6.18417 0.133
H -6.31817 6.25734 -8.03274 0.126
H -4.81945 7.02838 -8.22377 0.118
H -7.46323 7.47836 -9.95778 0.081
H -5.76829 7.73130 -10.29571 0.083
H -6.99682 9.08471 -10.34016 0.086
H -6.94318 7.78318 -4.62010 0.075
H -7.15572 8.56921 -5.95426 0.069
C 6.35582 -1.17954 -5.56524 -0.082
C 7.79881 -0.79524 -5.38088 -0.433
C 7.94283 0.67161 -5.87015 -0.262
O 9.19523 1.20252 -5.55115 -0.168
C 9.23089 2.61087 -5.96964 -0.081
N 8.10747 -0.83769 -3.98232 0.036
H 6.27240 -1.81200 -6.44906 0.074
H 5.57596 -0.41800 -5.56435 0.074
H 5.97434 -1.80455 -4.75783 0.072
H 8.48849 -1.40599 -5.96347 0.142
H 7.05201 1.23050 -5.58349 0.114
H 7.78594 0.80309 -6.94075 0.119
H 9.28339 2.73381 -7.05141 0.083
H 10.15465 3.09139 -5.64739 0.078
H 8.49658 3.28036 -5.52167 0.087
H 7.97719 0.07805 -3.57668 0.077
H 9.11648 -0.86289 -3.94529 0.068
C -10.01754 -2.66934 -9.62514 -0.074
C -9.13059 -2.41470 -8.41766 -0.494
C -7.96400 -1.52574 -8.72281 -0.169
O -7.16958 -1.94703 -9.86894 -0.191
C -7.62894 -1.52005 -11.13410 -0.129
N -9.92553 -1.99397 -7.32695 0.045
H -10.92199 -3.20637 -9.33935 0.077
H -9.49912 -3.41390 -10.22928 0.074
H -10.31359 -1.83756 -10.26435 0.086
H -8.70866 -3.39773 -8.20862 0.141
H -7.25417 -1.43801 -7.90028 0.129
H -8.31944 -0.52580 -8.97153 0.120
H -8.30011 -2.29670 -11.50075 0.062
H -6.74494 -1.62038 -11.76386 0.088
H -8.14623 -0.56282 -11.19909 0.093
H -10.24414 -1.09788 -7.66697 0.076
H -10.76232 -2.54605 -7.44983 0.066
C 2.81192 -4.33174 8.39685 -0.063
C 1.31616 -4.53993 8.64872 -0.478
C 1.03470 -4.29676 10.07475 -0.220
O 1.62000 -5.40444 10.77454 -0.200
C 1.27528 -5.60835 12.16676 -0.087
N 0.62534 -3.71301 7.67790 0.047
H 3.13258 -3.29575 8.50647 0.078
H 3.12792 -4.59565 7.38760 0.073
H 3.36786 -4.96305 9.09001 0.072
H 1.03380 -5.57785 8.47241 0.145
H -0.04320 -4.41140 10.18913 0.123
H 1.34983 -3.31790 10.43617 0.133
H 1.89633 -6.43465 12.51263 0.085
H 0.23652 -5.83956 12.40255 0.076
H 1.43667 -4.70640 12.75712 0.078
H 0.61419 -2.78968 8.08710 0.071
H -0.33872 -4.00505 7.75147 0.066
C -0.55945 1.49565 0.78617 -0.076
C 0.36754 0.48136 0.15341 -0.461
C 1.09798 1.14075 -0.96089 -0.181
O 0.17947 1.54946 -2.01570 -0.202
C -0.57861 0.51504 -2.66004 -0.116
N 1.24222 0.19184 1.29014 0.026
H -1.31946 1.98276 0.17526 0.076
H 0.02872 2.28952 1.24650 0.091
H -1.21302 0.97693 1.48752 0.075
H -0.17921 -0.41855 -0.12827 0.134
H 1.73501 0.40491 -1.45165 0.115
H 1.72948 2.00241 -0.74438 0.137
H 0.03957 -0.35944 -2.86312 0.086
H -0.87478 0.89821 -3.63653 0.078
H -1.55119 0.19843 -2.28326 0.078
H 0.65449 -0.30727 1.94250 0.070
H 1.97707 -0.47619 1.10620 0.070
C 5.95981 -6.75723 1.05190 -0.085
C 7.19090 -7.11772 1.85105 -0.424
C 7.46760 -8.64749 2.11775 -0.139
O 7.56476 -9.31659 0.80208 -0.222
C 8.10151 -10.69229 0.89061 -0.070
N 8.23032 -6.65997 0.97494 0.008
H 5.59690 -5.73031 1.09484 0.082
H 5.15879 -7.42586 1.36718 0.074
H 6.12325 -6.90219 -0.01597 0.076
H 7.20142 -6.49091 2.74273 0.126
H 6.53477 -8.98977 2.56584 0.114
H 8.35151 -8.83684 2.72681 0.118
H 8.87288 -10.83722 0.13425 0.081
H 7.36698 -11.49482 0.82336 0.078
H 8.58769 -10.82736 1.85678 0.071
H 8.67269 -7.52018 0.68435 0.059
H 7.79301 -6.23125 0.17179 0.055
```

Calculated values
Energy above the lowest of the compared OMol25 structures with the same formula, charge and spin in kcal/mol: 302.1
HOMO-LUMO gap in hartree: 0.3313
E in Eh: -4275.38257